{
  "formula": "C22H59HgN2O9",
  "method": "ωB97M-V with the def2-TZVPD basis set",
  "max_force_ev_per_a": 2.78,
  "e_tot_ev": -49341.6934,
  "total_charge": 1,
  "lumo_ha": -0.12992,
  "e_homo_ha": -0.430,
  "elements": ["Hg", "C", "C", "O", "H", "H", "H", "H", "H", "C", "O", "C", "C", "N", "C", "C", "O", "C", "H", "H", "H", "H", "H", "H", "H", "H", "H", "H", "H", "H", "H", "H", "H", "C", "O", "C", "C", "N", "C", "C", "O", "C", "H", "H", "H", "H", "H", "H", "H", "H", "H", "H", "H", "H", "H", "H", "H", "C", "C", "O", "H", "H", "H", "H", "H", "H", "C", "C", "O", "H", "H", "H", "H", "H", "H", "C", "C", "O", "H", "H", "H", "H", "H", "H", "C", "C", "O", "H", "H", "H", "H", "H", "H"],
  "xyz": [[-0.6486, 2.3441, 0.4145], [-0.2108, -0.4805, -2.6031], [0.7690, -0.1126, -1.4794], [0.0768, 0.3297, -0.3232], [0.3600, -0.5838, -3.5276], [-0.9065, 0.3553, -2.7204], [-0.8477, -1.3518, -2.4477], [1.4264, 0.6544, -1.9045], [1.3900, -0.9574, -1.1628], [2.4732, 3.3387, -0.2201], [1.4042, 3.2516, 0.7160], [1.7301, 3.6413, 2.0431], [0.7120, 3.0329, 3.0343], [0.2070, 1.7332, 2.4763], [-0.6600, 1.0199, 3.4280], [0.1152, 0.0028, 4.2668], [1.0087, 0.7778, 5.0807], [2.2044, 0.1581, 5.4414], [3.3742, 2.7960, 0.0636], [2.7020, 4.3694, -0.4934], [2.1033, 2.8359, -1.1153], [1.9719, 4.7071, 2.0963], [2.6963, 3.1577, 2.2508], [-0.1295, 3.7300, 3.0755], [1.0960, 3.0131, 4.0522], [1.0947, 1.2297, 2.4668], [-1.4609, 0.4991, 2.8973], [-1.2174, 1.6892, 4.0867], [0.7467, -0.6491, 3.6578], [-0.5119, -0.5446, 4.9720], [2.9033, 0.1303, 4.5973], [2.0930, -0.8448, 5.8718], [2.6995, 0.7027, 6.2485], [-4.2960, -1.9391, 2.2795], [-3.9363, -0.6785, 1.7282], [-3.0508, -0.7667, 0.5741], [-3.3346, 0.5461, -0.1639], [-2.9905, 1.5957, 0.8090], [-3.5454, 2.9005, 0.3443], [-3.2567, 3.9539, 1.3949], [-1.8157, 4.1487, 1.3949], [-1.4537, 5.5160, 1.1710], [-4.8263, -1.7053, 3.1991], [-3.4319, -2.5464, 2.5501], [-4.9219, -2.5187, 1.5999], [-3.3747, -1.6564, 0.0365], [-2.0544, -0.8319, 1.0053], [-4.4087, 0.6006, -0.3636], [-2.7531, 0.6007, -1.0827], [-3.6612, 1.4146, 1.5603], [-4.5851, 2.8336, -0.0025], [-3.1409, 3.2718, -0.6093], [-3.6050, 3.5910, 2.3624], [-3.7349, 4.9075, 1.1819], [-0.3871, 5.7470, 1.2124], [-1.9540, 6.1166, 1.9277], [-1.6774, 5.7838, 0.1339], [-0.8522, -5.3771, -4.9359], [-0.6535, -4.3867, -3.7831], [-1.0532, -4.9950, -2.5582], [-1.7693, -5.9578, -4.8345], [-0.0417, -6.1067, -4.8577], [-0.9682, -4.8625, -5.8907], [-1.3870, -3.5997, -4.0125], [0.3068, -3.8672, -3.8042], [-0.2152, -5.2900, -2.1798], [-0.9169, -3.8903, 0.7817], [0.5232, -3.3764, 0.7043], [0.7284, -2.0968, 1.2440], [-1.0674, -4.8903, 0.3824], [-1.4585, -3.2318, 0.0945], [-1.3491, -3.7298, 1.7669], [0.8535, -3.3926, -0.3432], [1.1833, -4.0752, 1.2252], [0.3797, -1.4180, 0.6420], [4.9152, 0.7400, 1.6923], [3.8258, -0.1779, 1.1990], [2.5495, 0.1806, 1.7242], [4.8717, 1.7209, 1.2077], [5.8766, 0.3687, 1.3269], [4.9401, 0.9084, 2.7680], [4.0040, -1.2279, 1.4580], [3.8813, -0.1269, 0.1041], [1.9465, 0.0276, 0.9756], [1.3215, -1.8774, -6.1931], [1.7936, -1.0176, -7.3825], [3.1086, -1.4450, -7.6751], [1.5981, -2.9314, -6.2099], [0.2376, -1.8619, -6.0285], [1.7397, -1.5097, -5.2492], [1.6501, 0.0079, -7.0452], [1.1356, -1.3156, -8.1995], [3.7940, -0.7795, -7.5976]],
  "lowdin_charge": [1.27, -0.07, -0.39, -0.40, 0.05, 0.06, 0.07, 0.09, 0.10, -0.05, -0.33, -0.17, -0.15, -0.09, -0.16, -0.16, -0.21, -0.11, 0.08, 0.10, 0.08, 0.13, 0.12, 0.10, 0.13, 0.08, 0.10, 0.13, 0.11, 0.13, 0.08, 0.09, 0.09, -0.09, -0.24, -0.17, -0.18, -0.09, -0.22, -0.16, -0.31, -0.06, 0.09, 0.08, 0.09, 0.12, 0.10, 0.13, 0.11, 0.12, 0.13, 0.12, 0.14, 0.13, 0.09, 0.11, 0.10, -0.09, -0.34, -0.08, 0.07, 0.07, 0.07, 0.10, 0.10, 0.08, -0.07, -0.32, -0.09, 0.07, 0.05, 0.07, 0.10, 0.11, 0.03, -0.08, -0.30, -0.11, 0.05, 0.08, 0.08, 0.12, 0.12, 0.04, -0.11, -0.30, -0.07, 0.07, 0.07, 0.05, 0.11, 0.11, 0.08]
}